[1]
C69H85Br6HfN10O17 | ωB97M-V/def2-TZVPD

HOMO (alpha / beta): -11.0 / -11.0 eV
Charge: +2
Spin multiplicity: 2
Kohn-Sham gap (alpha / beta): 3.642 / 3.631 eV
Expectation value of S²: 0.755

Geometry as XYZ:
```
188
Properties=species:S:1:pos:R:3:lowdin_charge:R:1
Hf 27.80501 1.68036 15.60201 2.15
C 30.72944 3.42498 11.83546 0.01
C 31.14971 3.36577 13.38531 -0.42
C 32.62404 3.82666 13.53849 -0.15
C 32.78937 5.33115 13.45415 -0.18
C 31.83789 6.08470 14.34187 -0.15
C 30.35572 5.64724 14.25646 -0.46
N 30.28548 4.18863 14.27771 -0.05
O 28.92152 3.61674 14.44095 -0.25
C 29.79898 6.34940 13.05717 -0.01
C 29.72820 6.24509 15.61519 0.01
C 31.24090 1.87614 13.85800 -0.05
H 31.34877 2.81158 11.18103 0.07
H 30.86606 4.39182 11.35103 0.06
H 29.68266 3.16212 11.68295 0.06
H 33.04886 3.46025 12.60393 0.11
H 33.00393 3.38553 14.45999 0.07
H 32.72970 5.73516 12.44355 0.11
H 33.80950 5.45488 13.81768 0.07
H 31.98423 7.13008 14.07003 0.10
H 32.25238 6.33555 15.31828 0.07
H 30.44361 6.12283 12.20794 0.08
H 29.83948 7.43341 13.16382 0.07
H 28.76778 6.03103 12.90422 0.08
H 28.64516 6.14586 15.54264 0.05
H 29.98533 7.30022 15.70836 0.09
H 29.97697 5.69639 16.52355 0.05
H 31.24061 1.86806 14.94796 0.05
H 32.08373 1.24289 13.58094 0.10
H 30.33966 1.28597 13.69198 0.04
C 30.49034 4.08072 18.78644 0.01
C 31.50576 2.88434 18.45219 -0.41
C 32.64196 2.84118 19.52598 -0.10
C 32.17614 2.05507 20.76750 -0.18
C 31.56281 0.73420 20.48097 -0.14
C 30.35843 0.79877 19.46673 -0.39
N 30.71886 1.61919 18.24222 0.09
O 29.69962 1.69695 17.20042 -0.23
C 29.08035 1.30044 20.23756 -0.01
C 30.25817 -0.72506 19.08602 -0.02
C 32.24230 3.30649 17.21877 -0.07
H 29.77239 4.25650 17.98535 0.04
H 31.02839 5.02256 18.89386 0.10
H 29.90636 3.89254 19.68736 0.05
H 32.89940 3.85990 19.81591 0.12
H 33.55886 2.44423 19.09028 0.13
H 31.42907 2.64459 21.29895 0.11
H 33.02805 1.99240 21.44457 0.13
H 31.10952 0.49432 21.44278 0.13
H 32.30855 0.01408 20.14420 0.13
H 28.91383 0.68871 21.12422 0.10
H 28.14558 1.29760 19.67694 0.07
H 29.01809 2.26500 20.74140 0.05
H 31.11552 -0.94605 18.45023 0.08
H 29.45442 -0.80592 18.35421 0.06
H 30.04412 -1.54798 19.76798 0.11
H 32.58767 2.44662 16.64479 0.09
H 33.13713 3.91154 17.36469 0.04
H 31.66408 3.93590 16.54231 0.07
C 28.97065 -2.66052 13.87962 -0.04
C 29.30079 -1.69922 15.05813 -0.51
C 30.86541 -1.40083 15.18560 -0.02
O 28.49207 -0.55633 15.09352 -0.38
H 29.29726 -3.69043 14.02356 0.09
H 29.35638 -2.23416 12.95359 0.06
H 27.88371 -2.65042 13.79868 0.08
H 28.95602 -2.24241 15.93801 0.12
H 31.23279 -0.75064 14.39163 0.05
H 31.37904 -2.34724 15.01650 0.08
H 31.13520 -1.03715 16.17708 0.05
N 31.94576 12.00512 11.73865 0.02
C 31.01206 11.41410 10.91232 -0.09
C 30.64016 10.18317 11.54426 -0.15
C 31.39036 9.98191 12.67754 -0.12
C 32.11965 11.17536 12.80555 -0.14
H 32.43267 12.88126 11.61452 0.16
H 30.89219 11.75208 9.89359 0.11
H 30.01079 9.46483 11.04000 0.09
H 31.34736 9.13732 13.34928 0.07
H 32.80202 11.48324 13.58399 0.11
C 35.42016 7.00794 18.99000 -1.45
Br 35.48893 8.81030 19.74083 0.60
Br 37.12566 6.38470 18.18885 0.55
Br 33.89537 6.95416 17.67669 0.59
H 35.24566 6.29391 19.79487 -0.03
C 37.30599 3.44462 14.59485 -1.35
Br 37.14733 3.95993 12.69092 0.58
Br 35.68019 4.07403 15.60056 0.55
Br 39.12226 4.23409 15.22028 0.49
H 37.32323 2.35723 14.66816 -0.02
C 27.26527 10.17409 14.69706 -0.08
C 27.44035 9.85993 13.34154 -0.08
C 26.62503 10.49402 12.40879 -0.01
C 25.58391 11.32897 12.81947 -0.14
C 25.36905 11.61251 14.16451 0.02
C 26.26021 11.01262 15.09954 -0.07
N 24.82045 12.00110 11.73748 -0.36
O 23.91866 12.74680 12.08068 0.08
O 25.15333 11.87882 10.58812 0.09
H 27.94961 9.74142 15.41182 0.10
H 28.22474 9.19908 13.00331 0.08
H 26.75946 10.23497 11.36896 0.12
H 24.71780 12.35555 14.60057 0.12
H 26.31971 11.36998 16.11696 0.11
C 34.95002 4.42518 9.83765 -0.09
C 35.68569 5.38558 9.06766 -0.06
C 35.25944 5.72623 7.79235 0.01
C 34.06839 5.14154 7.31649 -0.12
C 33.32278 4.23763 8.06249 0.00
C 33.75554 3.88019 9.36722 -0.06
N 33.49410 5.50909 5.96735 -0.34
O 34.02332 6.47852 5.47174 0.10
O 32.60387 4.79562 5.52034 0.07
H 35.45656 4.10984 10.73786 -0.01
H 36.55829 5.89309 9.45159 0.10
H 35.77730 6.52365 7.28016 0.12
H 32.38834 3.84771 7.68674 0.11
H 33.31133 3.08012 9.94078 0.09
C 24.27041 7.45263 13.41074 -0.03
C 25.53342 6.83856 13.25715 -0.03
C 25.66078 5.50161 13.58698 -0.01
C 24.56554 4.76088 14.14212 -0.12
C 23.27315 5.43035 14.25373 0.06
C 23.15958 6.79128 13.86385 -0.04
N 24.80154 3.41073 14.55868 -0.31
O 25.95807 3.09906 14.82626 -0.13
O 23.83938 2.72562 14.78211 0.16
H 24.21736 8.51950 13.25142 0.11
H 26.37739 7.43856 12.95039 0.09
H 26.64353 5.07199 13.46033 0.08
H 22.36439 4.90133 14.50008 0.12
H 22.21385 7.30826 13.93246 0.12
C 35.33647 8.13417 11.33995 -0.09
C 34.40539 9.09331 10.91858 -0.05
C 34.89232 10.37081 10.68101 0.01
C 36.29017 10.62429 10.73551 -0.11
C 37.18372 9.56544 10.96339 0.00
C 36.71868 8.31291 11.35356 -0.08
N 36.73336 12.00138 10.37474 -0.33
O 35.91619 12.85735 10.01479 0.07
O 37.93778 12.19428 10.47864 0.08
H 35.04925 7.11232 11.53932 0.08
H 33.40185 8.69719 10.86961 0.10
H 34.11826 11.09623 10.47847 0.10
H 38.23421 9.79435 10.86109 0.12
H 37.32029 7.44100 11.56395 0.10
C 37.95269 8.66846 14.65427 -0.05
C 36.80274 7.88625 14.71411 -0.10
C 35.61373 8.40387 15.20775 -0.07
C 35.48970 9.69033 15.71386 -0.15
C 36.61362 10.47526 15.59207 0.00
C 37.85076 10.00104 15.09282 -0.03
N 34.18751 10.22296 16.19842 -0.34
O 33.19043 9.54225 16.00698 -0.02
O 34.14367 11.19263 16.92876 0.08
H 38.82212 8.31878 14.11742 0.11
H 36.80539 6.89835 14.27774 0.07
H 34.69987 7.83014 15.16207 0.06
H 36.71955 11.49205 15.94038 0.12
H 38.65993 10.71442 15.14499 0.11
C 27.99152 5.99262 21.23100 -0.01
C 27.62048 4.68065 20.88306 -0.08
C 27.24792 4.37371 19.58302 -0.03
C 27.36464 5.33015 18.56366 -0.15
C 27.76689 6.66172 18.86576 0.02
C 28.03832 7.01649 20.20508 -0.01
N 26.96760 4.94446 17.21478 -0.25
O 27.43221 3.83341 16.80866 -0.13
O 26.27744 5.70244 16.55495 0.17
H 28.16797 6.28635 22.25520 0.11
H 27.38173 3.99203 21.68005 0.12
H 26.75015 3.42765 19.42933 0.12
H 27.66759 7.46169 18.14702 0.12
H 28.13055 8.04940 20.50674 0.11
C 28.19497 -0.23728 8.54697 -0.02
C 27.69466 1.01383 8.32657 -0.04
C 27.27373 1.69631 9.45361 0.01
C 27.47333 1.19415 10.74283 -0.11
C 28.02134 -0.09803 10.89697 -0.02
C 28.25845 -0.88163 9.83317 -0.03
N 27.29736 2.10210 11.91300 -0.26
O 27.54993 1.61944 13.02253 -0.10
O 26.84825 3.25988 11.78973 0.09
H 28.57956 -0.82853 7.72910 0.12
H 27.69334 1.53722 7.38186 0.13
H 26.96412 2.73017 9.41259 0.12
H 28.09850 -0.47010 11.90792 0.10
H 28.64724 -1.87728 9.98785 0.12
```

[2]
C5H30N2O11 | ωB97M-V/def2-TZVPD

Energy above the lowest of the compared OMol25 structures with the same formula, charge and spin: 91.7 kcal/mol
HOMO (alpha / beta): -13.2 / -13.2 eV
Charge: +1
Spin multiplicity: 2
Kohn-Sham gap (alpha / beta): 9.537 / 5.444 eV
Expectation value of S²: 0.765

Geometry as XYZ:
```
48
Properties=species:S:1:pos:R:3:lowdin_charge:R:1
O -0.13398 -0.52258 -2.14311 0.07
C 0.53330 -1.53095 -1.85414 -0.17
C 0.67724 -1.91398 -0.43576 -0.35
C 2.18827 -1.97049 -0.17861 -0.10
C 2.65254 -0.60371 0.24724 0.00
C 3.74311 0.04025 -0.14838 -0.03
N 3.84278 1.36026 0.42474 0.26
N -0.01384 -3.20433 -0.07034 0.10
H 0.76238 -2.28078 -2.57923 0.14
H 0.25044 -1.05050 0.21960 0.14
H 2.69573 -2.23006 -1.12155 0.14
H 2.33101 -2.73869 0.52808 0.13
H 1.90677 -0.17584 0.95428 0.14
H 4.55102 -0.32349 -0.79650 0.17
H 3.10445 1.59076 1.02107 0.06
H 4.08106 2.08763 -0.21264 0.13
H -0.87282 -3.19181 -0.53538 0.04
H -0.16765 -3.38252 0.91054 0.05
H 2.20686 3.33135 2.98705 0.04
H 1.46560 3.47652 1.75663 -0.02
O 1.68492 4.08051 2.58370 -0.14
H 0.24743 2.11302 1.38262 0.03
H 1.08650 2.78689 0.24993 0.06
O 1.13063 2.23237 1.03014 -0.05
H 2.84455 0.48874 -2.26060 -0.02
H 2.51527 1.72272 -1.66419 -0.02
O 3.00370 1.37580 -2.35212 0.05
H -1.19782 -2.95639 3.47199 -0.03
H 0.23402 -2.56544 3.83898 0.14
O -0.39711 -2.94933 3.07850 -0.05
H -1.43089 0.74317 1.43466 0.00
H -1.90617 2.11377 1.93255 0.07
O -1.49591 1.66804 1.20212 -0.02
H 0.12041 1.76285 -1.41538 -0.07
H -0.32007 2.52984 -2.55572 0.04
O -0.02988 2.59561 -1.68115 0.04
H -1.36645 -1.25984 1.32704 -0.01
H -3.01621 -1.19237 1.43563 0.03
O -2.16163 -0.88282 1.65009 -0.02
H -4.16155 -2.04678 -1.05258 0.06
H -3.77190 -3.00266 0.08509 -0.02
O -3.47948 -2.31285 -0.39701 -0.02
H -3.09202 -0.11186 -2.32184 -0.12
H -4.55803 0.32790 -2.47178 0.11
O -3.86382 -0.36875 -2.31335 0.05
H -3.93239 0.64219 0.47575 -0.01
H -4.06824 1.92634 0.64027 0.02
O -4.52127 1.28988 0.10127 -0.03
```

| no. | molar mass (g/mol) |
| --- | --- |
| 1 | 1984.41 |
| 2 | 294.30 |